Entry 1:
This record from the OMol25 dataset describes a molecular structure, C45H99AsF6N3O9. The level of theory is ωB97M-V/def2-TZVPD.

Properties
Kohn-Sham gap	0.32652	Eh
HOMO	-6.8	eV

```
! RIJCOSX wB97M-V def2-TZVPD def2/J DEFGRID3
* xyz -1 1
As 21.7231 7.3304 -13.3298
F 23.2068 6.6515 -12.7814
F 21.4647 5.9327 -14.3117
F 21.9246 8.6983 -12.2999
F 20.2730 8.0356 -13.9645
F 22.5972 8.1255 -14.6012
F 20.7986 6.5567 -12.0872
O 20.2487 9.9600 -19.1173
O 17.1340 4.7185 -8.7465
O 22.2140 13.6478 -13.7298
O 24.0281 5.7812 -18.6320
O 20.5656 8.9067 -7.5086
O 27.3036 10.6944 -13.3425
O 22.1209 2.0788 -10.6051
O 16.8162 3.8955 -14.8589
O 17.5425 11.7152 -11.2121
N 26.6018 3.1099 -14.2080
N 26.1494 7.1183 -8.6437
N 19.6952 5.3029 -19.7369
C 26.3458 5.2786 -13.0289
C 25.5183 2.4976 -13.4640
C 20.2757 4.2582 -21.9238
C 23.8624 8.1004 -8.9117
C 21.4719 12.3219 -15.5638
C 25.0924 7.4984 -9.5786
C 19.1972 11.4404 -12.9046
C 27.2849 4.1652 -13.4742
C 25.7909 5.9437 -7.8771
C 18.3558 5.6201 -14.3450
C 20.7055 4.2496 -17.7108
C 28.0969 8.2169 -9.7200
C 21.7681 3.1900 -12.6761
C 20.7620 4.8273 -20.6033
C 17.2214 5.0102 -15.1006
C 27.4025 6.9080 -9.3697
C 17.8198 6.9531 -19.6596
C 18.2605 4.2839 -10.7949
C 16.4572 6.0926 -10.5767
C 18.3771 11.0005 -11.7153
C 25.6056 9.0219 -13.1488
C 22.0160 9.2063 -17.7295
C 19.1278 6.5235 -20.2838
C 20.5706 9.4713 -18.0573
C 26.5469 5.8426 -6.5574
C 28.2521 1.2352 -13.8976
C 24.4077 5.3475 -17.5682
C 19.5546 9.0774 -17.0105
C 23.0948 11.4519 -13.7685
C 18.6221 9.5952 -11.2026
C 22.2302 3.1069 -11.2361
C 20.0179 7.8739 -7.8157
C 22.2579 12.5808 -14.2985
C 18.9094 7.2720 -6.9919
C 24.8160 6.2454 -16.4224
C 17.2526 4.9929 -9.9193
C 26.7788 9.5746 -15.3610
C 24.5900 3.8635 -17.3384
C 20.4017 7.1274 -9.0697
C 20.1575 5.4972 -18.3673
C 24.8008 1.4166 -14.2534
C 27.5392 2.1944 -14.8405
C 16.5781 5.8652 -16.1743
C 26.6427 9.8343 -13.8760
C 22.7507 4.3744 -10.6276
H 20.9099 4.4260 -16.6520
H 25.5565 9.3651 -12.1130
H 19.9681 3.4471 -17.7772
H 26.4031 6.7586 -5.9813
H 26.9524 6.0660 -12.5778
H 25.9008 6.2264 -16.3265
H 23.9797 3.4918 -16.5166
H 25.6383 3.6735 -17.0947
H 19.2039 5.8699 -14.9903
H 24.3326 3.3418 -18.2593
H 20.2362 11.1641 -12.7255
H 24.6087 9.1868 -13.5538
H 16.5851 5.3109 -17.1133
H 27.2182 6.2962 -10.2668
H 22.5656 10.1501 -17.7816
H 18.5378 9.2145 -17.3694
H 22.2914 3.9803 -13.2166
H 19.8811 5.0310 -22.5819
H 19.1722 6.2510 -6.7046
H 20.9885 7.7544 -9.7328
H 27.5427 0.6033 -13.3627
H 20.7048 3.4194 -12.7446
H 18.1985 8.8026 -11.8205
H 24.4541 7.2559 -16.5989
H 19.8601 7.3558 -20.2308
H 17.9425 7.2804 -18.6294
H 21.0950 3.7522 -22.4345
H 19.6992 9.4355 -11.1303
H 17.3424 7.7285 -20.2579
H 26.1480 5.0203 -5.9594
H 25.4840 8.2315 -10.2842
H 24.8146 6.6359 -10.2149
H 17.9959 7.2142 -7.5848
H 25.9167 9.9740 -15.8976
H 21.4862 5.6416 -20.8178
H 29.1529 8.0305 -9.9287
H 21.9913 2.2438 -13.1670
H 19.0818 12.5145 -13.0387
H 18.7464 3.5035 -10.2137
H 20.6995 13.0855 -15.6458
H 23.8626 1.1405 -13.7719
H 19.5595 6.7477 -9.6498
H 24.5903 1.7724 -15.2608
H 19.0133 5.0198 -11.1002
H 17.1187 6.1117 -19.6592
H 22.9239 4.2918 -9.5551
H 17.0920 6.9850 -10.5980
H 22.1403 12.3896 -16.4229
H 19.7229 8.0406 -16.7179
H 27.6859 10.0629 -15.7151
H 19.7434 9.7529 -16.1725
H 17.1841 6.7606 -16.3389
H 25.3716 0.4880 -14.3315
H 18.0775 6.5509 -13.8430
H 28.9106 1.7375 -13.1871
H 23.6369 4.7246 -11.1553
H 23.2436 11.5695 -12.6946
H 28.9108 0.5565 -14.4512
H 18.7842 4.9528 -13.5990
H 20.9806 6.2570 -8.7429
H 25.8272 2.1343 -12.4644
H 23.1515 8.4529 -9.6564
H 27.6721 8.7307 -10.5829
H 22.1665 8.7692 -16.7428
H 18.8178 10.9459 -13.8012
H 28.0345 8.8813 -8.8581
H 21.6417 3.9040 -18.1467
H 23.3519 7.3691 -8.2827
H 24.2959 5.8469 -15.5484
H 16.2827 5.8140 -11.6179
H 24.0796 11.4043 -14.2373
H 18.7488 7.8633 -6.0932
H 26.8515 8.5076 -15.5798
H 27.0024 1.5946 -15.5791
H 21.3625 4.0782 -20.0973
H 25.7551 5.6275 -13.8710
H 17.7988 3.8686 -11.6906
H 21.9787 5.1403 -10.7454
H 15.5686 6.1596 -15.9000
H 24.1543 8.9286 -8.2654
H 24.7830 3.2751 -13.2378
H 28.0756 6.3563 -8.7124
H 18.1583 9.5303 -10.2172
H 25.8800 7.9694 -13.1023
H 28.2746 2.8006 -15.3712
H 28.0217 4.6205 -14.1435
H 21.0019 11.3419 -15.5160
H 27.8448 3.7568 -12.6152
H 15.5382 6.3205 -10.0479
H 24.7219 5.9642 -7.6650
H 22.5983 10.4863 -13.8983
H 27.6171 5.6999 -6.7000
H 22.4730 8.5425 -18.4667
H 25.9416 5.0083 -8.4514
H 19.4801 3.5284 -21.7542
H 19.3369 5.8302 -17.7211
H 18.9651 6.4073 -21.3557
H 20.8747 6.3437 -18.3386
H 25.6710 4.9555 -12.2343
*
```


Entry 2:
This record from the OMol25 dataset describes a molecular structure, C8H13N2OP. The level of theory is ωB97M-V/def2-TZVPD.

Properties
Kohn-Sham gap (alpha / beta)	0.25761 / 0.25745	Eh
HOMO (alpha / beta)	-7.9 / -7.9	eV
ΔE to the lowest compared entry with this formula, charge and spin	110.9	kcal per mole

```
! RIJCOSX wB97M-V def2-TZVPD def2/J DEFGRID3
* xyz 0 1
P 2.9289 -1.0896 -0.0561
O 0.9341 2.0294 -1.6000
N 3.1877 1.2592 -0.2469
N 2.1023 1.7478 0.3406
C -1.5855 -2.2958 -1.2574
C 0.2931 -0.9997 -0.2558
C -1.0672 -0.8732 -0.8932
C 0.5833 -1.2402 1.1428
C 1.4022 -1.0220 -1.0312
C 1.8889 -1.3270 1.4099
C -0.1222 2.7321 0.4749
C 1.0036 2.1780 -0.3890
H 3.1725 1.4928 -1.3123
H -1.7942 -0.4884 -0.1765
H 2.1560 2.1045 1.3431
H 0.2254 2.9197 1.5277
H -2.6777 -2.4953 -1.0543
H -1.0325 -3.0701 -0.8150
H -0.8060 1.9277 0.4528
H -1.4487 -2.1714 -2.4158
H -0.6610 3.6739 0.1764
H -0.9235 -0.1362 -1.7686
H 2.2643 -1.5745 2.4596
H -0.2410 -1.2274 1.8632
H 1.4435 -1.0673 -2.0459
*
```


Entry 3:
This record from the OMol25 dataset describes a molecular structure, C21H49Br6Cl2O12P3. The level of theory is ωB97M-V/def2-TZVPD.

Properties
Kohn-Sham gap	0.34702	Eh
HOMO	-9.8	eV

```
! RIJCOSX wB97M-V def2-TZVPD def2/J DEFGRID3
* xyz 0 1
Br 0.0312 3.6898 4.0504
Br -1.2675 1.7973 -4.6323
Br -2.3707 1.8288 3.5824
Br -0.8425 1.6077 6.3841
Br -4.4658 1.4031 -4.7404
Br -2.3105 -1.1208 -4.2574
Cl -1.5252 -0.6938 0.4594
Cl -0.7584 -3.1266 -0.9503
P -5.8253 0.8212 2.3379
P 2.2768 1.3077 1.0000
P 4.7370 -1.7485 -3.2678
O 2.7312 0.6912 2.3750
O -4.5060 0.0514 1.8475
O 3.6109 -2.8871 -2.9904
O 5.0077 -1.2700 -1.7608
O 5.9066 -2.2193 -3.9722
O -5.8154 2.1008 1.4199
O -5.8840 1.1242 3.7923
O -7.0468 -0.0748 1.8579
O 4.0235 -0.5238 -3.9241
O 1.7305 0.3464 0.0060
O 3.6594 2.0606 0.5501
O 1.2028 2.4087 1.3750
C -0.2790 -1.4667 -0.5204
C 1.6241 -0.6856 -3.9809
C 4.8777 1.3298 0.3722
C -2.7505 0.7864 -4.0381
C 2.7678 -5.1211 -2.8955
C -9.0705 0.9401 2.6097
C 6.0004 -2.0318 -1.0242
C 2.0398 -0.5078 2.9347
C 2.7884 0.0346 -3.3609
C -1.4040 2.8339 5.0780
C -8.2233 -0.2928 2.6997
C 2.7048 -0.6634 4.2802
C 5.9185 2.2872 -0.1646
C -4.8187 -2.3427 1.4937
C 0.2274 2.8418 0.4418
C 3.5925 -4.1209 -3.7249
C -4.1650 2.5182 -0.4246
C 0.8915 3.6430 -0.5976
C 7.4376 -1.5999 -1.3265
C -4.3474 -1.2523 2.4234
C -5.5927 2.1302 -0.0244
H -4.3156 -2.2633 0.5308
H 3.2150 -5.0273 -1.9016
H 6.8406 1.7956 -0.4206
H -4.0547 2.5014 -1.5244
H 1.5709 -1.7088 -3.7152
H 2.1516 -1.3512 2.2391
H 7.5252 -1.4434 -2.3984
H 1.5877 3.0012 -1.1274
H 2.7781 1.1338 -3.6492
H 3.1658 -3.9503 -4.7128
H 2.9101 -6.1326 -3.1837
H -8.7197 -1.1467 2.2162
H 2.8167 0.0346 -2.2752
H 1.6889 -4.8862 -2.7974
H 1.3757 4.5087 -0.2483
H 2.1962 -1.4315 4.8994
H 6.1558 3.1099 0.4925
H -0.1209 -0.9126 -1.4573
H -5.8921 -2.2773 1.3622
H -6.3440 2.8772 -0.3430
H -7.8592 -0.5502 3.6934
H 4.5775 0.4744 -0.2768
H 7.7004 -0.6018 -0.8957
H 0.1017 3.8780 -1.3456
H 1.7867 -0.7174 -5.0721
H -4.4973 -3.2759 1.8529
H 5.2974 0.9671 1.3318
H -8.6407 1.7462 3.1964
H -2.0162 3.6424 5.5144
H 3.8119 -0.8967 4.2888
H 0.6880 -0.1502 -3.8941
H 0.6449 -1.5121 0.0829
H 4.5887 -4.4838 -3.8700
H 2.5764 0.2958 4.8190
H -0.3391 3.5941 0.9560
H 5.8893 -3.0798 -1.3129
H 5.8180 -1.9282 0.0295
H -10.1159 1.0159 2.9736
H -2.8091 0.9043 -2.9879
H 5.5238 2.7047 -1.1048
H -4.8251 -1.2754 3.4035
H 8.0937 -2.3652 -1.0036
H -3.4314 1.9644 0.1141
H -5.7858 1.1481 -0.4626
H 0.9525 -0.2891 2.9565
H -3.2997 -1.3547 2.6357
H -3.9946 3.5696 -0.1674
H -0.4334 2.0116 0.1649
H -9.0539 1.2986 1.6012
*
```


Entry 4:
This record from the OMol25 dataset describes a single C5H10O molecule. The level of theory is ωB97M-V/def2-TZVPD.

Properties
Kohn-Sham gap	0.39738	Eh
HOMO	-9.6	eV
ΔE to the lowest compared entry with this formula, charge and spin	50.5	kcal per mole
structure (SMILES)	COCC1CC1

```
! RIJCOSX wB97M-V def2-TZVPD def2/J DEFGRID3
* xyz 0 1
O -1.2686 -0.1155 -0.9291
C -0.4790 0.3167 0.1549
C -2.2515 0.8713 -1.1385
C 0.5229 -0.7994 0.4786
C 1.7450 -0.4592 1.2820
C 1.9121 -0.8780 -0.1454
H 2.3383 -1.8658 -0.3360
H 0.0580 -1.7655 0.6643
H -2.0945 1.4530 -2.0545
H -1.3025 0.7229 0.9465
H -3.2208 0.3669 -1.2564
H 1.9025 0.5912 1.5143
H 0.0906 1.2283 -0.1179
H 2.0437 -1.1407 2.0702
H 2.2085 -0.1283 -0.8743
H -2.2046 1.6023 -0.2585
*
```


Entry 5:
This record from the OMol25 dataset describes a gas-phase ion, C5H8N2O (charge +2). The level of theory is ωB97M-V/def2-TZVPD.

Properties
Kohn-Sham gap (alpha / beta)	0.24975 / 0.25257	Eh
HOMO (alpha / beta)	-17.8 / -17.9	eV
ΔE to the lowest compared entry with this formula, charge and spin	41.1	kcal per mole

```
! RIJCOSX wB97M-V def2-TZVPD def2/J DEFGRID3
* xyz 2 1
O 3.5107 -0.1863 0.5228
N -0.7651 0.0119 -0.8439
N 1.0678 0.1455 0.6906
C 2.3898 0.1159 1.0838
C 0.4305 0.2432 -0.5058
C 0.1529 0.2947 1.8550
C -2.6980 -0.3581 -2.4913
C -1.6550 -0.1341 -1.6242
H -2.8630 0.5317 -3.1263
H -0.0278 1.3555 2.0468
H 2.4408 0.3447 2.1593
H -3.6376 -0.6701 -2.0199
H -2.3886 -1.1254 -3.2275
H 0.5384 -0.1654 2.7613
H -0.8047 -0.1778 1.6347
H 4.3088 -0.2259 1.0847
*
```


Entry 6:
This record from the OMol25 dataset describes a molecular structure, C6H12. The level of theory is ωB97M-V/def2-TZVPD.

Properties
Kohn-Sham gap	0.25335	Eh
HOMO	-7.6	eV
ΔE to the lowest compared entry with this formula, charge and spin	222.2	kcal per mole

```
! RIJCOSX wB97M-V def2-TZVPD def2/J DEFGRID3
* xyz 0 1
C 0.2614 -1.6860 -0.5949
C -1.1067 0.9665 0.1651
C -2.2731 0.0244 -0.1582
C 2.2401 -0.3073 0.6485
C 0.2371 1.0052 -0.7068
C 0.9026 -0.4199 -0.4710
H -2.2880 -0.7858 0.5568
H -2.8766 0.5261 -0.8401
H -1.3920 1.9869 0.2981
H 0.1796 -1.4043 0.9579
H 2.9857 0.4089 0.3336
H 1.7982 -0.1715 1.7332
H -0.8662 0.7250 1.2017
H -0.2330 1.2904 -1.6067
H 1.1645 -2.2407 -0.4626
H -1.9767 -0.4712 -1.4368
H 2.5073 -1.3741 0.6848
H 0.7358 1.9273 -0.3026
*
```


no.,F_max (eV/A)
1,1.13
2,4.38
3,3.49
4,2.94
5,5.42
6,6.53